1.
Computed, not measured: a cluster of 3 separate species, C19H39F2N2O3 in total, with ωB97M-V with the def2-TZVPD basis set.

Its HOMO energy is -1.442 eV. The spin multiplicity is 1. Its frontier orbital gap is 3.77 eV. Its net charge is -1.

Last column: Löwdin charge in e.
Geometry (Å):
F (-0.657, -0.513, 3.131)  -0.09
F (4.832, -1.339, 3.609)  -0.07
O (2.578, -1.711, 0.800)  -0.18
O (-3.478, 3.072, 1.525)  0.03
O (0.518, 3.477, -4.027)  0.02
N (-4.237, 1.278, 2.639)  0.02
N (-0.793, 3.496, -2.203)  0.01
C (1.206, -0.013, -1.658)  -0.06
C (-5.199, 0.258, 3.009)  -0.08
C (3.101, -2.880, -1.233)  -0.33
C (2.627, -0.641, 2.893)  -0.24
C (2.348, -1.970, 2.248)  -0.31
C (3.029, -1.722, -2.256)  -0.14
C (2.908, -4.253, -1.865)  -0.09
C (-1.563, 4.095, -1.128)  -0.07
C (-1.373, -1.875, 1.388)  -0.05
C (0.569, -2.081, -2.979)  -0.07
C (1.686, -1.085, -2.644)  -0.39
C (-5.700, 2.361, 1.000)  -0.02
C (2.222, -2.788, -0.005)  -0.26
C (-0.087, 4.116, -3.179)  -0.56
C (-4.380, 2.277, 1.733)  -0.55
C (4.085, -0.313, 3.070)  -0.26
C (-0.083, 5.629, -3.171)  -0.02
C (0.873, -2.276, 2.510)  -0.18
C (-0.159, -1.250, 2.014)  -0.37
H (3.496, -2.057, -3.177)  0.10
H (1.871, -4.516, -2.016)  0.06
H (3.497, -4.359, -2.767)  0.07
H (-6.521, 2.514, 1.702)  0.08
H (0.298, -0.522, 1.361)  0.12
H (2.401, -3.700, 0.575)  0.11
H (2.032, 0.227, -1.011)  0.07
H (-1.195, -2.159, 0.359)  0.06
H (-5.407, 0.341, 4.078)  0.08
H (-0.758, 2.489, -2.253)  0.13
H (-1.096, 6.017, -3.282)  0.08
H (-1.521, 5.178, -1.178)  0.07
H (0.519, 5.976, -4.005)  0.08
H (-0.134, -2.132, -2.162)  0.05
H (-2.603, 3.777, -1.193)  0.08
H (-1.639, -2.776, 1.922)  0.07
H (-1.167, 3.769, -0.166)  0.09
H (0.754, -2.332, 3.582)  0.10
H (2.132, -0.662, 3.856)  0.10
H (-6.128, 0.360, 2.459)  0.07
H (-3.335, 1.267, 3.094)  0.14
H (1.151, -2.774, -0.232)  0.11
H (-5.880, 1.451, 0.427)  0.08
H (4.507, 0.004, 2.121)  0.10
H (3.672, -0.942, -1.874)  0.10
H (-4.777, -0.729, 2.811)  0.08
H (0.349, 6.008, -2.244)  0.08
H (4.109, -2.875, -0.841)  0.13
H (0.573, -3.242, 2.118)  0.08
H (-2.191, -1.166, 1.466)  0.06
H (2.162, 0.186, 2.331)  0.10
H (0.929, -3.053, -3.271)  0.06
H (4.173, 0.546, 3.738)  0.10
H (1.880, -0.545, -3.562)  0.11
H (-5.662, 3.203, 0.317)  0.08
H (3.301, -4.980, -1.166)  0.07
H (0.009, -1.696, -3.823)  0.07
H (0.341, -0.338, -1.107)  0.06
H (0.980, 0.893, -2.207)  0.05



2.
Computed, not measured: a structure of composition C33H40MnN7O10S2, with ωB97M-V with the def2-TZVPD basis set.

Its HOMO energy (alpha / beta) is -13.482 / -13.702 eV. The calculation puts the energy relative to the best compared isomer or geometry (same formula, charge and spin) at 16.3 kcal/mol. The spin multiplicity is 5. Its frontier orbital gap (alpha / beta) is 6.25 / 5.68 eV. Its net charge is +2.

Last column: Löwdin charge in e.
Geometry (Å):
Mn (0.420, -0.822, 1.224)  0.93
S (-5.463, -4.062, -3.229)  0.65
S (1.115, -3.709, -0.267)  1.06
O (0.443, -1.770, 2.895)  -0.24
O (5.236, 2.561, -1.017)  0.10
O (-4.506, -3.757, 2.137)  0.13
O (1.993, 3.923, 3.469)  0.21
O (0.033, 0.986, 0.571)  -0.07
O (-6.351, -2.941, -3.089)  -0.29
O (-5.509, -3.333, 0.262)  0.13
O (-5.830, -5.359, -2.750)  -0.28
O (1.000, -2.198, -0.024)  -0.60
O (-0.164, -0.641, 3.015)  -0.20
N (4.466, 0.851, -2.307)  0.19
N (-3.164, -1.995, -0.623)  0.07
N (0.256, 3.237, 0.453)  0.15
N (-4.585, -3.240, 1.043)  -0.32
N (1.055, 2.146, 2.275)  0.24
N (-1.536, -1.336, 0.706)  0.04
N (2.371, -0.302, 1.257)  -0.03
C (2.111, 4.829, 0.447)  -0.15
C (0.350, 6.489, 2.320)  0.02
C (3.241, 5.275, -1.647)  -0.06
C (-0.550, 7.351, 2.902)  -0.03
C (-2.427, -2.058, 1.449)  -0.01
C (0.441, 2.070, 1.083)  -0.48
C (3.093, -0.262, 2.384)  -0.08
C (-1.910, 7.034, 2.927)  -0.02
C (-3.986, -2.187, -1.835)  -0.12
C (2.882, -3.978, 1.904)  -0.10
C (-2.360, 5.838, 2.375)  -0.04
C (-3.432, -2.462, 0.645)  -0.12
C (0.019, -4.523, 0.916)  -0.37
C (-0.091, 5.283, 1.743)  -0.13
C (4.130, 0.809, 0.102)  -0.09
C (4.866, 0.875, 1.279)  0.05
C (-1.998, -1.333, -0.558)  -0.27
C (-6.196, -4.599, -5.769)  -0.11
C (4.323, 5.812, -0.962)  -0.05
C (0.858, 4.363, 1.121)  -0.17
C (2.155, 4.776, -0.957)  -0.02
C (1.440, 3.356, 2.602)  -0.30
C (-3.916, -3.616, -2.361)  -0.19
C (-1.353, -0.720, -1.751)  0.02
C (4.303, 5.853, 0.423)  -0.04
C (-1.463, 4.962, 1.803)  0.01
C (4.679, 1.491, -1.126)  -0.49
C (4.352, 0.307, 2.429)  0.01
C (0.131, -6.039, 0.812)  -0.10
C (-4.980, -4.195, -4.945)  -0.30
C (2.729, -4.181, 0.408)  -0.35
C (3.209, 5.367, 1.124)  -0.03
C (2.884, 0.211, 0.130)  -0.05
H (1.400, 6.750, 2.293)  0.12
H (1.320, 4.379, -1.522)  0.11
H (-3.627, -1.477, -2.575)  0.12
H (2.482, -3.012, 2.209)  0.04
H (2.381, -4.761, 2.472)  0.09
H (-4.182, -4.939, -4.992)  0.10
H (3.228, 5.392, 2.203)  0.11
H (-5.012, -1.940, -1.598)  0.11
H (2.631, -0.674, 3.272)  0.13
H (-6.989, -3.856, -5.683)  0.08
H (0.248, -4.145, 1.911)  0.08
H (-0.474, -0.165, -1.455)  0.06
H (-0.204, 8.280, 3.336)  0.12
H (3.249, 5.241, -2.729)  0.12
H (-0.980, -4.182, 0.640)  0.08
H (-0.058, -6.386, -0.205)  0.09
H (-0.180, 3.280, -0.454)  0.17
H (-1.071, -1.488, -2.473)  0.10
H (-1.815, 4.026, 1.393)  0.12
H (-3.852, -4.345, -1.553)  0.10
H (5.180, 6.187, -1.506)  0.12
H (1.108, -6.399, 1.134)  0.08
H (-4.584, -3.220, -5.241)  0.10
H (-5.911, -4.678, -6.817)  0.09
H (3.938, -4.003, 2.168)  0.10
H (-2.616, 7.720, 3.377)  0.12
H (4.902, 1.254, -3.123)  0.13
H (-2.035, -0.023, -2.240)  0.10
H (2.881, -5.218, 0.100)  0.10
H (-0.616, -6.493, 1.462)  0.10
H (-3.414, 5.595, 2.399)  0.12
H (-2.323, -2.219, 2.510)  0.14
H (3.428, -3.573, -0.170)  0.09
H (5.148, 6.258, 0.966)  0.12
H (-3.072, -3.778, -3.035)  0.10
H (2.265, 0.165, -0.756)  0.13
H (-6.580, -5.565, -5.442)  0.09
H (5.823, 1.382, 1.275)  0.14
H (4.273, -0.135, -2.330)  0.11
H (4.897, 0.328, 3.363)  0.13



3.
Computed, not measured: a structure of composition C19H25AsF3N2RuS3Si2, with ωB97M-V with the def2-TZVPD basis set.

Its HOMO energy (alpha / beta) is -11.151 / -11.000 eV. The calculation puts the energy relative to the best compared isomer or geometry (same formula, charge and spin) at 9.7 kcal/mol. The spin multiplicity is 5. Its frontier orbital gap (alpha / beta) is 8.11 / 5.39 eV. Its net charge is +1.

Last column: Löwdin charge in e.
Geometry (Å):
Ru (-1.206, 0.700, -0.061)  0.58
As (-2.932, 1.680, -1.367)  0.85
S (0.231, -0.460, 1.477)  0.72
S (-0.297, -0.469, -2.090)  0.59
S (2.028, 1.420, -2.858)  1.10
Si (-5.303, 1.969, -1.182)  0.20
Si (-1.773, 2.251, 1.791)  0.38
F (-0.224, -4.933, 2.410)  0.15
F (0.291, -3.085, 3.411)  0.16
F (1.154, -3.546, 1.487)  0.16
N (0.221, 1.870, -1.102)  -0.19
N (-2.114, -0.982, 0.622)  -0.17
C (-1.076, -1.580, 1.247)  -0.65
C (2.834, 4.075, -2.334)  -0.07
C (-1.121, -2.948, 1.540)  -0.09
C (1.998, 2.987, -2.098)  -0.45
C (-0.187, 2.902, 2.507)  -0.21
C (0.933, 3.071, -1.202)  -0.29
C (0.640, 4.278, -0.578)  -0.02
C (-5.576, 3.739, -1.616)  -0.22
C (2.559, 5.259, -1.680)  -0.07
C (0.645, 0.965, -1.948)  -1.14
C (-2.647, 1.146, 2.993)  -0.21
C (-3.208, -1.686, 0.259)  -0.11
C (1.459, 5.364, -0.820)  -0.06
C (-2.879, 3.689, 1.405)  -0.25
C (-6.036, 0.826, -2.431)  -0.23
C (-2.252, -3.652, 1.192)  0.05
C (0.042, -3.635, 2.219)  -0.61
C (-3.319, -3.015, 0.545)  -0.02
C (-5.792, 1.538, 0.545)  -0.21
H (-7.097, 1.061, -2.572)  0.05
H (3.669, 3.999, -3.021)  0.12
H (0.076, 3.878, 2.101)  0.02
H (-0.223, 4.357, 0.066)  0.08
H (1.244, 6.312, -0.345)  0.11
H (-2.305, -4.711, 1.412)  0.14
H (-5.953, -0.220, -2.125)  0.03
H (-3.028, 1.785, 3.801)  0.05
H (-6.638, 3.925, -1.802)  0.05
H (-6.829, 1.857, 0.697)  0.05
H (-2.509, 4.301, 0.577)  0.02
H (-2.931, 4.324, 2.300)  0.06
H (-0.352, 3.022, 3.586)  0.05
H (-3.978, -1.141, -0.263)  0.09
H (-5.172, 2.037, 1.296)  0.00
H (3.189, 6.122, -1.852)  0.11
H (0.659, 2.231, 2.370)  0.01
H (-5.533, 0.940, -3.396)  0.04
H (-4.207, -3.561, 0.259)  0.12
H (-5.241, 4.408, -0.820)  0.03
H (-5.746, 0.460, 0.715)  0.03
H (-3.492, 0.617, 2.549)  0.02
H (-5.024, 3.986, -2.525)  0.04
H (-3.898, 3.368, 1.163)  -0.02
H (-1.956, 0.415, 3.420)  0.03



4.
Computed, not measured: a structure of composition C23H26BaClIN4O4Te, with ωB97M-V with the def2-TZVPD basis set.

Its HOMO energy is 0.862 eV. The calculation puts the energy relative to the best compared isomer or geometry (same formula, charge and spin) at 24.7 kcal/mol. The spin multiplicity is 1. Its frontier orbital gap is 2.96 eV. Its net charge is -2.

Last column: Löwdin charge in e.
Geometry (Å):
Ba (0.488, -1.808, -0.882)  1.41
I (-1.193, -5.010, -5.214)  0.81
Te (3.714, -1.096, -1.784)  -0.90
Cl (-0.392, -0.436, -8.494)  0.60
O (0.597, -2.859, 6.508)  -0.10
O (-0.039, -2.908, -3.157)  -0.37
O (-1.836, -1.288, 0.719)  -0.11
O (0.621, -2.183, 1.814)  -0.23
N (0.585, -0.254, -3.414)  0.03
N (-0.270, 3.359, -0.138)  -0.18
N (-0.141, 1.003, -0.428)  0.07
N (1.423, 2.113, 0.874)  -0.17
C (0.795, 1.031, -3.526)  -0.19
C (0.217, -0.955, -4.506)  -0.15
C (-0.291, -1.139, -6.887)  -0.63
C (0.135, -0.350, -5.789)  -0.18
C (-1.940, -1.542, 4.329)  -0.07
C (-0.022, -2.124, 2.893)  -0.39
C (0.627, -2.549, 4.111)  0.04
C (-0.601, -3.024, -5.442)  -0.66
C (0.750, 1.716, -4.747)  -0.06
C (-2.161, -1.154, 1.898)  -0.41
C (-3.508, -0.481, 2.155)  -0.04
C (1.908, 0.824, 1.365)  -0.09
C (-1.298, -1.961, 5.460)  -0.05
C (1.925, -3.327, 6.436)  -0.11
C (-1.372, -1.600, 3.036)  -0.11
C (-0.137, -2.359, -4.292)  -0.49
C (-1.333, 3.438, -1.113)  -0.09
C (2.510, 3.017, 0.516)  -0.07
C (-0.493, 4.196, 1.025)  -0.08
C (0.016, -2.469, 5.329)  -0.30
C (0.305, 2.092, 0.076)  -0.46
C (-0.661, -2.440, -6.710)  -0.22
C (0.435, 1.021, -5.881)  -0.05
H (-0.537, 5.246, 0.723)  0.08
H (0.317, 4.066, 1.735)  0.08
H (2.226, -3.551, 7.458)  0.08
H (-2.946, -1.157, 4.439)  0.09
H (-1.439, 3.946, 1.529)  0.09
H (1.108, 1.540, -2.622)  0.08
H (-1.755, -1.914, 6.439)  0.10
H (1.075, 0.242, 1.755)  0.06
H (1.997, -4.233, 5.828)  0.09
H (2.593, -2.571, 6.015)  0.09
H (-1.006, -3.021, -7.554)  0.08
H (1.634, -2.920, 3.983)  0.11
H (-4.232, -1.201, 2.544)  0.08
H (-2.284, 3.022, -0.744)  0.09
H (2.120, 3.921, 0.053)  0.07
H (0.411, 1.505, -6.848)  0.07
H (-3.869, -0.099, 1.203)  0.07
H (2.611, 1.020, 2.177)  0.09
H (-1.086, 1.103, -0.789)  0.04
H (3.197, 2.519, -0.178)  0.08
H (3.065, 3.288, 1.418)  0.08
H (-3.427, 0.336, 2.872)  0.07
H (-1.502, 4.486, -1.365)  0.08
H (2.434, 0.252, 0.586)  -0.04
H (-1.052, 2.907, -2.021)  0.08
H (0.983, 2.773, -4.776)  0.10



5.
Computed, not measured: a structure of composition C26H34GdN5P2, with ωB97M-V with the def2-TZVPD basis set.

Its HOMO energy (alpha / beta) is -12.522 / -12.407 eV. The calculation puts the energy relative to the best compared isomer or geometry (same formula, charge and spin) at 22.8 kcal/mol. The spin multiplicity is 8. Its frontier orbital gap (alpha / beta) is 6.38 / 4.09 eV. Its net charge is +2.

Last column: Löwdin charge in e.
Geometry (Å):
Gd (0.204, 0.285, 0.676)  1.45
P (0.357, 1.414, 3.529)  0.77
P (2.516, 2.289, 1.252)  0.76
N (1.842, -1.454, 0.154)  -0.12
N (-0.655, -0.912, -1.137)  -0.15
N (-1.417, 1.684, 0.015)  -0.14
N (-2.705, 1.166, -0.341)  -0.03
N (2.179, -1.826, -1.125)  -0.06
C (1.671, -2.830, -3.351)  0.01
C (0.928, -2.900, -4.529)  -0.29
C (-1.685, 2.957, 0.418)  -0.10
C (-2.411, -2.540, -0.803)  0.01
C (-0.203, -2.100, -4.653)  0.00
C (-4.702, -1.867, -0.988)  -0.26
C (-3.727, -2.868, -1.111)  0.00
C (-1.066, 2.067, 4.505)  -0.25
C (1.266, -2.135, -2.184)  -0.08
C (3.009, -1.410, 0.854)  -0.16
C (-3.678, 2.121, -0.085)  -0.02
C (2.265, 4.000, 0.692)  -0.27
C (-1.979, -1.185, -0.877)  -0.31
C (-3.075, 3.220, 0.395)  -0.03
C (-4.345, -0.534, -0.854)  0.01
C (4.205, 1.917, 0.575)  -0.26
C (1.420, -3.797, -5.599)  -0.05
C (-0.732, -1.508, -3.494)  0.00
C (3.522, -1.880, -1.226)  -0.02
C (4.115, -1.684, 0.029)  -0.02
C (-2.982, -0.160, -0.834)  -0.10
C (-6.167, -2.233, -1.055)  -0.03
C (1.606, 2.766, 3.824)  -0.42
C (0.935, 0.214, 4.800)  -0.28
C (2.878, 2.558, 3.024)  -0.42
C (-0.071, -1.540, -2.257)  -0.22
H (1.098, 3.722, 3.608)  0.09
H (5.190, -1.712, 0.251)  0.13
H (-0.706, 2.549, 5.365)  0.04
H (-0.864, 3.588, 0.515)  0.09
H (1.924, 2.906, 4.856)  0.10
H (1.623, 4.570, 1.387)  0.05
H (-4.740, 2.013, -0.416)  0.16
H (3.216, 4.496, 0.577)  0.05
H (4.071, -2.063, -2.113)  0.13
H (-3.557, 4.148, 0.771)  0.14
H (2.953, -1.287, 1.947)  0.12
H (5.005, 2.682, 0.701)  0.08
H (-1.739, 1.195, 4.631)  0.06
H (1.600, 3.969, -0.232)  0.06
H (-1.629, 2.783, 3.917)  0.03
H (-4.034, -3.879, -1.262)  0.12
H (-1.675, -0.943, -3.433)  0.13
H (-6.426, -2.499, -2.069)  0.09
H (0.951, -3.625, -6.563)  0.08
H (4.521, 1.034, 1.127)  0.02
H (1.175, -4.890, -5.334)  0.13
H (2.508, -3.681, -5.755)  0.09
H (-6.808, -1.353, -0.835)  0.09
H (3.477, 1.728, 3.387)  0.09
H (3.418, 3.495, 3.006)  0.09
H (-5.157, 0.165, -0.995)  0.11
H (-0.766, -2.000, -5.595)  0.13
H (4.156, 1.667, -0.496)  0.05
H (0.338, -0.683, 4.775)  0.04
H (1.949, -0.139, 4.611)  0.03
H (-6.378, -3.098, -0.375)  0.11
H (2.554, -3.509, -3.361)  0.14
H (-1.651, -3.315, -0.638)  0.13
H (1.090, 0.673, 5.806)  0.08



6.
Computed, not measured: the molecule C6H9N, with ωB97M-V with the def2-TZVPD basis set.

Its HOMO energy is -8.242 eV. The calculation puts the energy relative to the best compared isomer or geometry (same formula, charge and spin) at 144.0 kcal/mol. The spin multiplicity is 1. Its frontier orbital gap is 9.24 eV.

Last column: Löwdin charge in e.
Geometry (Å):
N (-2.442, 0.116, -0.018)  0.06
C (0.152, 1.280, 0.275)  -0.10
C (2.240, -0.093, -0.029)  0.05
C (0.885, 0.010, -0.032)  -0.32
C (-1.271, -0.640, 0.508)  -0.27
C (-1.145, 0.642, -0.368)  -0.27
C (-0.104, -1.204, -0.041)  -0.20
H (0.476, 2.253, -0.171)  0.12
H (-3.037, -0.373, -0.802)  0.15
H (2.899, 0.749, -0.169)  0.05
H (-0.946, -0.372, 1.625)  0.18
H (0.003, -1.453, -1.024)  0.09
H (2.751, -1.061, -0.323)  0.08
H (0.405, -1.853, 0.731)  0.14
H (0.001, 1.527, 1.316)  0.10
H (-0.868, 0.472, -1.476)  0.16



Number 1: maximum force 1.03 eV/A, energy -34892.352 eV. Number 2: maximum force 2.90 eV/A, energy -118747.528 eV. Number 3: maximum force 1.42 eV/A, energy -142918.808 eV. Number 4: maximum force 1.14 eV/A, energy -67036.724 eV. Number 5: maximum force 4.31 eV/A, energy -74360.951 eV. Number 6: maximum force 5.59 eV/A, energy -7851.917 eV.